# C10H16SSi

One molecule with the formula C10H16SSi (wB97M-V/def2-TZVPD, OMol25).

Geometry as XYZ:
```
28
C10H16SSi | OMol25 | wB97M-V/def2-TZVPD
C 1.85893 -2.92886 -2.98052
C -3.48017 0.99868 1.48795
C 0.63290 3.76325 0.21837
C 0.96135 -2.73306 -1.95779
C -2.70656 1.16804 0.42695
C -0.49324 3.07701 0.07978
C 1.24397 -0.49327 1.20794
C 1.01856 -1.68259 0.30565
C -0.10882 0.07874 1.74373
C 1.05006 -1.41817 -1.21761
Si -0.84873 1.28176 0.56928
S -0.44191 -0.55658 -1.86874
H 1.76585 -3.65476 -3.68326
H 2.61001 -2.19285 -3.08682
H -4.52714 0.80568 1.28691
H -3.17406 0.78979 2.51872
H 0.60262 4.89706 0.21888
H 1.62035 3.24601 0.47420
H 0.32036 -3.42700 -1.49592
H -3.20322 1.54662 -0.53484
H -1.36522 3.72795 -0.08705
H 1.88962 -0.90384 1.93391
H 1.66756 0.44375 0.71823
H 1.94402 -2.26489 0.46010
H 0.14477 -2.27915 0.64852
H -0.85148 -0.76875 1.62557
H -0.01557 0.39637 2.79832
H 1.88519 -0.91694 -1.81044
```

The value obtained for the HOMO energy is -7.6 eV.

The net atomic charges from Mulliken, expressed in e, are:
1 C -0.9224
2 C -0.6432
3 C -0.5919
4 C -0.3035
5 C -0.1941
6 C -0.1643
7 C -0.4841
8 C -0.8573
9 C -0.6701
10 C 0.1674
11 Si 0.2653
12 S -0.3211
13 H 0.3439
14 H 0.2620
15 H 0.2764
16 H 0.2604
17 H 0.2330
18 H 0.2124
19 H 0.4024
20 H 0.3054
21 H 0.2844
22 H 0.4563
23 H 0.0819
24 H 0.3449
25 H 0.3245
26 H 0.3116
27 H 0.4335
28 H 0.1867



# C44H22F5IN5OSeTa

C44H22F5IN5OSeTa as an isolated structure (wB97M-V/def2-TZVPD, OMol25).

Geometry as XYZ:
```
80
C44H22F5IN5OSeTa | OMol25 | wB97M-V/def2-TZVPD
Ta 0.57979 -0.61476 -0.25475
I 1.97444 -2.68211 -1.98904
C 2.07365 -1.36675 -3.58848
C 2.65116 -1.82207 -4.73778
C 2.77535 -0.95412 -5.83944
C 2.32921 0.32726 -5.72955
C 1.72935 0.79864 -4.53598
C 1.28909 2.14228 -4.46696
C 0.69755 2.60562 -3.33613
C 0.50344 1.74249 -2.23520
C 0.92153 0.42172 -2.20042
C 1.56180 -0.05514 -3.40787
H 3.01241 -2.83892 -4.80703
H 3.22702 -1.31115 -6.75511
H 2.42459 1.01586 -6.56027
H 1.42496 2.77905 -5.33315
H 0.34579 3.62787 -3.27700
H -0.00125 2.14959 -1.37151
Se 7.37878 -1.04913 4.24914
N 6.89100 0.01215 2.89934
C 5.78690 -0.47944 2.41102
C 5.08030 0.09791 1.27062
C 5.53990 1.23723 0.61184
C 4.84241 1.69456 -0.48011
C 3.69963 1.00728 -0.88425
N 3.23529 -0.06112 -0.24989
C 3.91248 -0.51045 0.81740
C 3.36330 -1.69361 1.50899
N 2.18679 -2.17240 1.07418
C 1.70295 -3.27840 1.62759
C 2.33266 -3.94135 2.67575
C 3.50819 -3.42427 3.16663
C 4.04533 -2.28517 2.56968
C 5.28514 -1.67354 3.04198
N 5.98586 -2.14417 4.03498
H 6.43317 1.73065 0.97078
H 5.15824 2.57302 -1.02453
H 3.13745 1.33523 -1.74728
H 0.77186 -3.65001 1.22545
H 1.88470 -4.83022 3.09564
H 4.03184 -3.88104 3.99575
O 2.17035 0.92237 3.52672
C 1.64109 0.62388 2.51520
N 1.13143 0.32838 1.48147
F -1.09604 -2.12198 -2.83979
C -1.60384 -2.53834 -1.66011
C -1.01262 -2.14903 -0.47534
C -1.63660 -2.61858 0.66742
F -1.17644 -2.20654 1.87784
C -2.75549 -3.42648 0.66784
F -3.31704 -3.83854 1.80764
C -3.30802 -3.79618 -0.54847
F -4.38718 -4.57893 -0.58659
C -2.73044 -3.34316 -1.71942
F -3.26193 -3.69074 -2.89446
C -1.07273 0.45891 0.01622
C -2.11913 1.04014 0.43188
C -3.22762 1.62124 0.88487
C -4.46986 1.49068 0.08063
C -4.40981 1.51965 -1.31304
C -5.54997 1.33020 -2.07704
C -6.77540 1.11033 -1.46256
C -6.84652 1.07494 -0.07710
C -5.70527 1.26233 0.68797
C -3.19143 2.34793 2.17339
C -2.16571 2.08711 3.08842
C -2.08437 2.77923 4.28314
C -3.02916 3.74959 4.59592
C -4.04783 4.02126 3.69524
C -4.12946 3.32955 2.49494
H -3.45340 1.68910 -1.79273
H -5.48090 1.35642 -3.15722
H -7.66647 0.96289 -2.05884
H -7.79426 0.89197 0.41340
H -5.76725 1.20614 1.76723
H -1.43227 1.32637 2.84734
H -1.28201 2.55541 4.97496
H -2.96817 4.29082 5.53122
H -4.78456 4.78159 3.92235
H -4.91768 3.57100 1.79443
```

The value obtained for the HOMO energy (alpha / beta) is -6.2 / -6.2 eV.

The net atomic charges from Mulliken, expressed in e, are:
1 Ta 1.2649
2 I 0.3519
3 C 0.5456
4 C -0.8024
5 C -0.6082
6 C -0.9435
7 C 0.9208
8 C -0.6777
9 C -1.3921
10 C -0.1117
11 C -0.5456
12 C 0.7057
13 H 0.4169
14 H 0.3903
15 H 0.3841
16 H 0.3803
17 H 0.4254
18 H 0.5396
19 Se 0.2446
20 N -0.8749
21 C 1.0887
22 C 0.4877
23 C -0.8275
24 C -1.1297
25 C 0.0932
26 N 0.7209
27 C -0.4102
28 C -0.2375
29 N 0.2581
30 C -0.3972
31 C -1.0917
32 C -0.7403
33 C 0.2548
34 C 1.1150
35 N -0.8836
36 H 0.5382
37 H 0.4798
38 H 0.0502
39 H 0.4727
40 H 0.4695
41 H 0.5473
42 O -0.6524
43 C 0.9016
44 N -0.7300
45 F -0.3148
46 C 0.2305
47 C 0.0262
48 C 0.3877
49 F -0.3870
50 C 0.0590
51 F -0.3190
52 C 0.7614
53 F -0.3225
54 C -0.0257
55 F -0.3153
56 C -0.6557
57 C 0.1840
58 C -0.1921
59 C 0.1444
60 C -0.4317
61 C -0.6987
62 C -0.4482
63 C -0.7184
64 C -0.1986
65 C 0.3842
66 C -0.3346
67 C -0.6057
68 C -0.4524
69 C -0.7390
70 C -0.2489
71 H 0.5360
72 H 0.4122
73 H 0.3936
74 H 0.3955
75 H 0.5593
76 H 0.2464
77 H 0.4213
78 H 0.3819
79 H 0.3834
80 H 0.5100



# C5H28NO10

A 10-piece molecular cluster, C5H28NO10 overall (wB97M-V/def2-TZVPD, OMol25).

Geometry as XYZ:
```
44
C5H28NO10 | OMol25 | wB97M-V/def2-TZVPD
O 0.88084 -0.57978 2.86718
C 0.59063 -1.52017 2.15603
C 0.31085 -1.23018 0.71136
C 1.46232 -0.47692 -0.00435
C 1.86152 0.76123 0.73882
C 3.02702 1.05352 1.26040
N 0.82720 1.80833 0.63185
H 0.67229 -2.56427 2.47962
H -0.53940 -0.58518 0.53265
H 0.05811 -2.15906 0.22344
H 2.36857 -1.03382 -0.23179
H 1.02574 -0.26349 -0.97156
H 3.22766 2.05919 1.62787
H 3.94206 0.49940 1.40217
H 1.17402 2.72744 0.89104
H 0.11006 1.59743 1.35358
H 0.33322 1.72260 -0.28378
H -2.84381 -0.52768 0.12653
H -2.63479 -0.86451 1.72287
O -2.89002 -0.20950 1.03110
H 2.92228 -1.11489 -3.53478
H 1.70193 -1.58512 -2.62388
O 2.18051 -0.83357 -2.98627
H -0.34153 -2.47425 -2.19728
H -0.92122 -1.18056 -2.87437
O -0.43948 -1.52194 -2.10035
H -1.01598 1.56351 -1.89561
H 0.18780 1.76422 -2.78219
O -0.14903 2.00529 -1.88401
H -1.61678 -1.07964 3.50754
H -2.32978 -2.45254 3.35603
O -1.83681 -1.81803 2.83002
H 1.30590 0.40575 -3.74140
H 1.18120 1.44487 -4.93625
O 0.71660 1.06033 -4.18655
H -1.25851 0.27485 -4.21770
H -2.61916 -0.38316 -3.83473
O -1.65854 -0.47707 -3.75067
H -2.15647 2.46227 2.47279
H -2.27378 0.99821 1.86811
O -1.67853 1.63605 2.35666
H -0.28009 0.14579 4.57038
H -1.33705 0.85438 3.84523
O -1.24756 0.09067 4.47428
```

Its total charge is +1. The value obtained for the HOMO energy is -12.4 eV.

The net atomic charges from Mulliken, expressed in e, are:
1 O -0.5097
2 C -0.0875
3 C 0.2026
4 C -0.2572
5 C 0.6452
6 C -1.2827
7 N 0.2480
8 H 0.3796
9 H -0.2785
10 H 0.5156
11 H 0.5296
12 H -0.3920
13 H 0.2143
14 H 0.3409
15 H 0.4617
16 H 0.2400
17 H 0.2336
18 H 0.2774
19 H 0.4482
20 O -0.8000
21 H 0.2729
22 H 0.3070
23 O -0.6478
24 H 0.2410
25 H 0.3382
26 O -0.5765
27 H 0.2948
28 H 0.3305
29 O -0.7414
30 H 0.4356
31 H 0.2740
32 O -0.7012
33 H 0.4408
34 H 0.3069
35 O -0.7089
36 H 0.3016
37 H 0.3012
38 O -0.5545
39 H 0.2846
40 H 0.4272
41 O -0.7733
42 H 0.3697
43 H 0.4213
44 O -0.7728



Record order is preserved below.
Relative energy (zero: lowest compared OMol25 entry of this formula, charge and spin): 127.15; 4.38; 2.25 kcal/mol
Record order is preserved below.
Strongest force on any atom: 4.56; 1.02; 3.08 eV/A